{"formula": "C47H44LaN10O2", "method": "wB97M-V/def2-TZVPD", "homo_ev": [-3.01, -3.65], "e_tot_ev": -69313.118, "total_charge": -1, "de_lowest_kcal_mol": 4.7, "gap_ev": [4.62, 6.05], "symbols": ["La", "C", "C", "C", "C", "C", "C", "N", "C", "C", "C", "C", "C", "C", "N", "N", "C", "C", "C", "C", "C", "N", "H", "H", "H", "H", "H", "H", "H", "H", "H", "H", "H", "H", "H", "C", "N", "C", "C", "C", "O", "N", "C", "O", "H", "H", "H", "H", "H", "N", "C", "N", "C", "C", "C", "C", "C", "H", "H", "H", "H", "H", "H", "H", "H", "H", "H", "C", "C", "N", "C", "C", "N", "H", "H", "H", "H", "H", "H", "C", "C", "C", "C", "C", "C", "C", "C", "C", "C", "C", "C", "C", "C", "C", "H", "H", "H", "H", "H", "H", "H", "H", "H", "H"], "coordinates": [[-0.619, 0.138, 0.373], [1.627, 5.589, -1.883], [1.988, 4.273, -2.130], [1.094, 3.238, -1.927], [-0.205, 3.463, -1.443], [-0.553, 4.812, -1.204], [0.339, 5.840, -1.421], [-1.029, 2.413, -1.109], [-2.376, 2.587, -1.362], [-2.867, 3.321, -2.454], [-4.219, 3.412, -2.741], [-5.149, 2.770, -1.936], [-4.702, 2.057, -0.834], [-3.349, 1.967, -0.531], [-2.890, 1.266, 0.595], [-3.810, 1.098, 1.522], [-3.443, 0.266, 2.519], [-4.346, 0.138, 3.608], [-4.067, -0.717, 4.629], [-2.884, -1.474, 4.581], [-2.056, -1.295, 3.497], [-2.289, -0.446, 2.486], [2.328, 6.397, -2.042], [2.984, 4.042, -2.491], [1.387, 2.219, -2.134], [-1.542, 5.028, -0.824], [0.030, 6.858, -1.212], [-2.153, 3.830, -3.091], [-4.540, 3.984, -3.604], [-6.206, 2.823, -2.155], [-5.398, 1.559, -0.174], [-5.244, 0.738, 3.585], [-4.754, -0.815, 5.463], [-2.621, -2.185, 5.350], [-1.148, -1.872, 3.401], [3.363, 0.064, -4.620], [3.056, 0.121, -3.208], [3.982, 0.551, -2.309], [3.692, 0.668, -1.003], [2.343, 0.344, -0.592], [1.974, 0.466, 0.601], [1.438, -0.078, -1.499], [1.743, -0.198, -2.804], [0.950, -0.563, -3.665], [4.445, 0.098, -4.743], [2.909, 0.903, -5.153], [2.972, -0.861, -5.042], [4.958, 0.785, -2.720], [4.411, 1.013, -0.281], [-1.854, -0.712, -1.758], [-1.886, -0.569, -2.902], [-1.945, -0.412, -4.193], [-1.576, -1.516, -5.073], [-2.382, -1.399, -6.356], [-2.184, -0.027, -6.992], [-2.510, 1.090, -6.007], [-1.708, 0.929, -4.728], [-1.764, -2.452, -4.547], [-0.499, -1.451, -5.271], [-3.441, -1.550, -6.130], [-2.078, -2.189, -7.045], [-2.794, 0.064, -7.894], [-1.139, 0.070, -7.305], [-3.576, 1.077, -5.761], [-2.290, 2.065, -6.446], [-1.993, 1.653, -3.964], [-0.630, 1.029, -4.919], [1.188, 0.306, 3.882], [1.164, 1.583, 3.129], [0.243, 1.973, 2.276], [0.653, 3.199, 1.803], [1.832, 3.545, 2.379], [2.143, 2.510, 3.232], [0.295, -0.268, 3.653], [1.209, 0.486, 4.958], [2.055, -0.296, 3.603], [0.081, 3.734, 1.070], [2.462, 4.405, 2.261], [2.986, 2.406, 3.771], [0.143, -2.075, 1.257], [0.789, -2.755, 2.060], [1.480, -3.488, 3.010], [2.935, -3.384, 3.049], [3.744, -4.351, 3.658], [5.122, -4.228, 3.655], [5.729, -3.137, 3.051], [4.938, -2.171, 2.439], [3.563, -2.290, 2.434], [0.716, -4.272, 3.977], [-0.528, -4.802, 3.608], [-1.301, -5.497, 4.519], [-0.856, -5.679, 5.821], [0.373, -5.156, 6.203], [1.151, -4.461, 5.294], [3.289, -5.223, 4.113], [5.725, -4.997, 4.122], [6.808, -3.041, 3.052], [5.394, -1.314, 1.958], [2.951, -1.536, 1.954], [-0.879, -4.643, 2.597], [-2.260, -5.890, 4.210], [-1.464, -6.221, 6.536], [0.722, -5.276, 7.221], [2.093, -4.036, 5.612]], "atomic_forces_ev_per_a": [[-0.042, 1.456, -0.291], [0.062, 0.050, 0.000], [0.068, 0.032, -0.034], [-0.010, -0.148, 0.005], [0.191, 0.058, 0.119], [-0.078, -0.097, -0.036], [0.063, 0.116, -0.018], [-0.129, -0.198, 0.033], [-0.126, -0.088, 0.130], [0.036, 0.043, -0.072], [-0.047, 0.036, -0.035], [0.016, -0.015, 0.008], [-0.210, 0.071, -0.059], [0.238, -0.027, 0.290], [-0.165, 0.090, -0.346], [0.028, -0.024, 0.051], [-0.196, 0.073, 0.032], [-0.022, 0.071, -0.080], [-0.026, -0.066, 0.144], [0.072, -0.001, -0.078], [-0.021, -0.061, 0.090], [0.099, 0.040, -0.171], [0.030, 0.043, -0.014], [0.037, 0.002, -0.015], [-0.026, 0.051, -0.001], [-0.059, 0.031, 0.032], [-0.004, 0.042, 0.011], [0.001, 0.009, -0.016], [-0.022, 0.013, -0.023], [-0.075, 0.013, -0.034], [0.001, -0.007, 0.002], [-0.033, 0.029, -0.017], [0.027, -0.010, -0.023], [0.010, -0.036, 0.037], [0.057, -0.098, 0.039], [-0.048, -0.034, -0.124], [-0.044, 0.007, -0.014], [0.081, 0.022, 0.103], [-0.035, -0.047, -0.138], [0.021, -0.078, 0.046], [0.015, 0.065, 0.154], [0.051, -0.085, 0.142], [0.015, -0.074, 0.148], [-0.058, -0.009, -0.312], [-0.025, 0.007, -0.029], [0.017, -0.063, -0.003], [0.037, 0.060, 0.002], [-0.069, -0.005, 0.048], [0.057, 0.028, 0.071], [-0.241, -0.187, 0.145], [0.295, -0.161, 0.352], [-0.284, 0.101, -0.295], [0.143, -0.112, -0.033], [-0.014, -0.095, 0.010], [0.017, 0.020, -0.091], [-0.012, 0.123, 0.032], [0.175, 0.145, -0.023], [-0.038, 0.019, -0.055], [-0.070, -0.035, -0.006], [-0.023, -0.006, 0.013], [0.011, -0.025, -0.020], [-0.010, 0.005, 0.003], [0.042, 0.003, -0.012], [-0.010, -0.009, 0.009], [-0.001, 0.003, 0.003], [-0.008, -0.044, -0.102], [-0.087, 0.032, 0.008], [-0.020, -0.118, 0.016], [0.028, -0.055, 0.067], [0.000, -0.196, 0.110], [0.033, 0.112, -0.024], [-0.036, 0.132, -0.090], [0.012, -0.095, 0.057], [0.024, 0.016, 0.007], [0.021, -0.009, 0.033], [-0.013, 0.018, 0.037], [-0.038, 0.082, -0.062], [0.043, 0.080, -0.024], [-0.132, 0.024, -0.057], [0.288, -0.873, 0.164], [-0.097, -0.168, -0.100], [0.227, 0.036, 0.112], [-0.099, 0.082, 0.081], [0.000, -0.112, -0.006], [0.047, -0.039, 0.019], [0.082, 0.048, -0.009], [0.074, 0.033, -0.008], [0.018, -0.038, -0.014], [-0.018, -0.037, -0.116], [-0.036, 0.024, 0.094], [0.027, 0.019, 0.003], [-0.038, -0.068, 0.078], [-0.038, -0.023, 0.049], [-0.004, -0.028, 0.072], [0.028, 0.033, -0.056], [0.020, 0.004, 0.000], [0.014, 0.000, -0.004], [0.034, 0.003, -0.006], [-0.023, 0.009, -0.089], [0.000, 0.029, -0.040], [-0.044, -0.028, 0.002], [0.014, 0.016, -0.010], [-0.012, -0.010, 0.009], [-0.035, 0.030, 0.009]]}



{"formula": "C4H3O3", "method": "wB97M-V/def2-TZVPD", "multiplicity": 3, "homo_ev": [0.15, -3.64], "e_tot_ev": -10335.448, "total_charge": -1, "de_lowest_kcal_mol": 0.0, "gap_ev": [3.65, 7.01], "symbols": ["C", "C", "C", "C", "O", "O", "O", "H", "H", "H"], "coordinates": [[-1.674, 0.385, -0.149], [-2.862, -0.007, 0.023], [-0.561, -0.707, -0.160], [0.585, -0.151, 0.316], [-3.947, -0.242, 0.403], [-0.785, -1.937, -0.354], [1.757, -0.827, 0.698], [-1.355, 1.320, -0.382], [0.611, 0.943, 0.110], [1.576, -1.716, 0.294]], "atomic_forces_ev_per_a": [[4.119, -3.211, -0.942], [-1.061, -1.311, 0.673], [-3.763, -1.137, -0.416], [3.206, 1.637, 0.346], [-3.748, -0.302, 0.604], [0.862, 1.005, 0.178], [-1.874, -0.129, -1.422], [1.251, 3.584, -0.587], [0.772, -0.729, 0.830], [0.235, 0.593, 0.736]]}



{"formula": "CH8N2S", "method": "wB97M-V/def2-TZVPD", "homo_ev": -9.19, "e_tot_ev": -14980.817, "smiles": "NCN.S", "total_charge": 0, "de_lowest_kcal_mol": 28.0, "gap_ev": 10.10, "symbols": ["S", "H", "H", "N", "C", "N", "H", "H", "H", "H", "H", "H"], "coordinates": [[1.597, 1.852, 2.491], [1.425, 2.235, 1.239], [1.006, 2.831, 3.243], [0.274, 0.140, 0.082], [-0.400, -0.526, -1.252], [-0.748, -1.958, -1.235], [-0.140, 1.096, 0.114], [-0.312, -0.368, 0.715], [0.500, -0.521, -1.974], [-1.389, -0.059, -1.558], [-1.716, -2.172, -1.137], [-0.097, -2.550, -0.726]], "atomic_forces_ev_per_a": [[0.195, -0.474, 1.295], [-0.352, 0.707, -0.147], [0.225, -0.165, -1.005], [-2.327, -0.675, -2.680], [1.691, -0.451, -0.477], [1.073, 1.044, 0.583], [0.431, -0.824, -0.057], [-0.098, -0.155, 1.365], [-1.858, 0.901, 0.643], [1.717, 0.159, 0.088], [-0.261, -0.152, 0.545], [-0.436, 0.085, -0.152]]}



{"formula": "C20H50O5", "method": "wB97M-V/def2-TZVPD", "homo_ev": -9.29, "e_tot_ev": -31775.633, "smiles": "CCOCC.CCOCC.CCOCC.CCOCC.CCOCC", "total_charge": 0, "de_lowest_kcal_mol": 52.1, "gap_ev": 10.05, "symbols": ["C", "C", "O", "C", "C", "H", "H", "H", "H", "H", "H", "H", "H", "H", "H", "C", "C", "O", "C", "C", "H", "H", "H", "H", "H", "H", "H", "H", "H", "H", "C", "C", "O", "C", "C", "H", "H", "H", "H", "H", "H", "H", "H", "H", "H", "C", "C", "O", "C", "C", "H", "H", "H", "H", "H", "H", "H", "H", "H", "H", "C", "C", "O", "C", "C", "H", "H", "H", "H", "H", "H", "H", "H", "H", "H"], "coordinates": [[21.383, 71.150, 58.569], [22.313, 70.927, 57.428], [21.762, 71.279, 56.211], [22.547, 70.989, 55.111], [21.857, 71.277, 53.800], [21.606, 70.435, 59.196], [20.233, 70.937, 58.327], [21.468, 72.265, 58.719], [22.490, 69.681, 57.612], [23.183, 71.438, 57.498], [22.573, 69.877, 55.290], [23.516, 71.359, 55.115], [21.989, 70.607, 52.864], [22.131, 72.086, 53.351], [20.760, 71.156, 54.013], [20.707, 67.393, 56.529], [19.493, 68.381, 56.373], [18.357, 67.808, 56.852], [17.253, 68.637, 56.822], [16.079, 67.893, 57.242], [20.635, 66.434, 56.100], [20.889, 67.076, 57.439], [21.612, 67.885, 56.237], [19.544, 68.445, 55.194], [19.705, 69.418, 56.865], [17.292, 68.947, 55.867], [17.435, 69.580, 57.674], [15.134, 68.329, 57.199], [16.074, 67.714, 58.282], [15.975, 66.975, 56.970], [20.661, 65.977, 51.855], [19.877, 66.281, 53.033], [18.947, 65.300, 53.316], [18.254, 65.219, 54.484], [16.967, 64.676, 54.441], [20.128, 65.664, 51.045], [21.331, 65.097, 51.985], [21.351, 66.763, 51.700], [19.293, 67.253, 52.895], [20.481, 66.515, 53.863], [18.209, 66.354, 54.794], [18.704, 64.883, 55.158], [16.431, 64.591, 55.446], [17.202, 63.670, 54.373], [16.446, 65.056, 53.663], [13.038, 70.579, 57.528], [14.030, 71.636, 56.792], [13.002, 72.234, 55.943], [13.503, 73.320, 55.197], [12.576, 73.751, 54.148], [12.303, 71.124, 58.157], [13.694, 70.103, 58.283], [12.719, 69.865, 56.944], [14.927, 71.260, 56.194], [14.319, 72.143, 57.685], [14.384, 73.043, 54.593], [13.933, 74.098, 55.757], [12.255, 72.963, 53.342], [13.078, 74.611, 53.483], [11.665, 74.034, 54.557], [15.674, 70.588, 53.302], [17.067, 71.055, 53.634], [16.974, 71.699, 54.818], [18.162, 71.865, 55.475], [17.911, 72.715, 56.655], [15.047, 71.454, 52.991], [15.280, 70.159, 54.343], [15.570, 69.955, 52.401], [17.374, 71.798, 52.754], [17.683, 70.030, 53.637], [18.874, 72.597, 54.890], [18.611, 71.002, 55.680], [18.761, 72.993, 57.069], [17.108, 72.336, 57.140], [17.469, 73.651, 56.392]], "atomic_forces_ev_per_a": [[-3.808, 4.920, -4.293], [-2.336, -5.252, -0.210], [-1.734, 1.744, 0.345], [-1.183, -4.167, -0.738], [-3.014, -5.785, 0.829], [1.313, -2.595, 4.521], [2.493, 0.500, 0.003], [-0.386, -1.295, 1.252], [0.230, 2.838, -1.585], [3.144, 1.230, 0.870], [0.969, 0.389, -1.143], [1.979, 1.030, 0.469], [0.338, -0.095, 2.057], [1.080, 5.825, -1.901], [0.852, 0.744, -0.430], [-1.312, 2.557, -2.282], [3.124, 0.067, -1.867], [0.270, -1.587, 1.267], [1.294, 1.955, 4.527], [-0.287, 3.362, 2.720], [-0.626, -0.818, -1.697], [0.580, -0.790, 5.377], [0.493, 0.282, -0.643], [-0.931, 0.732, 1.819], [-0.238, -1.710, -0.945], [-0.964, 2.147, -3.407], [-0.452, -2.059, -2.604], [-1.470, 1.425, -0.988], [0.737, 0.132, 1.772], [-0.203, -5.700, -2.971], [2.744, -1.758, 1.142], [-2.593, 2.153, 0.907], [0.160, -2.924, -2.830], [-3.561, 11.781, -6.202], [-1.840, -2.228, 2.999], [-1.789, -0.030, -2.454], [-0.335, 0.322, 0.538], [0.452, 1.097, -0.742], [0.493, -0.697, -0.147], [1.103, -0.038, 1.274], [-0.410, -1.375, 0.007], [7.596, -5.638, 10.103], [0.597, 1.157, -1.249], [-0.377, -2.666, -1.259], [-2.273, 0.842, -2.229], [4.568, 3.792, 3.659], [-3.333, -2.590, -0.336], [1.813, 0.868, 0.464], [1.674, -1.859, -1.896], [0.245, 0.578, -4.122], [0.199, -0.248, -1.026], [-0.279, -0.164, -0.127], [-2.230, -3.449, -3.217], [-1.350, 0.314, 0.810], [0.613, 1.676, 0.019], [0.269, -0.735, 0.440], [-0.181, 1.387, 1.421], [1.054, 0.928, 1.674], [-1.254, -1.622, 1.694], [-1.791, 1.153, 0.627], [-1.825, 0.145, 1.097], [0.450, -1.634, -3.775], [-0.786, 0.102, 0.650], [0.791, 6.223, -1.858], [-2.357, 0.277, -2.754], [0.186, -0.325, 0.753], [0.323, 0.452, -2.673], [0.412, -0.353, 0.877], [0.198, -1.594, 1.731], [-0.395, 2.414, 0.209], [-0.768, -1.867, 0.137], [2.023, -3.676, 0.785], [3.795, 0.570, 2.939], [-1.805, -1.703, 2.883], [-0.179, 0.922, -1.069]]}